[1]
{
  "formula": "C20H18BrMnN6S",
  "method": "ωB97M-V/def2-TZVPD",
  "symbols": ["Mn", "C", "C", "N", "N", "C", "N", "S", "C", "C", "C", "C", "C", "N", "H", "H", "H", "H", "H", "H", "H", "H", "H", "Br", "C", "C", "C", "C", "C", "C", "N", "C", "C", "C", "C", "C", "C", "N", "H", "H", "H", "H", "H", "H", "H", "H", "H"],
  "positions_angstrom": [[0.4481, -0.2923, -0.5508], [-0.4503, 2.3385, -3.6183], [-0.4883, 1.6237, -2.3180], [0.5284, 1.4820, -1.5250], [1.6921, 2.1105, -1.8473], [2.7432, 1.3907, -1.5893], [3.9636, 1.8592, -1.8291], [2.6456, -0.2869, -0.9934], [-1.7392, 0.9737, -1.8399], [-2.9549, 1.1222, -2.4683], [-4.0685, 0.4964, -1.9144], [-3.9198, -0.2854, -0.7811], [-2.6488, -0.4532, -0.2516], [-1.5856, 0.1565, -0.7718], [0.5698, 2.3826, -3.9885], [-0.8019, 3.3680, -3.5061], [-1.0904, 1.8382, -4.3427], [4.0773, 2.7776, -2.2292], [4.7827, 1.3240, -1.6002], [-3.0452, 1.7377, -3.3514], [-5.0426, 0.6195, -2.3688], [-4.7647, -0.7758, -0.3198], [-2.4746, -1.0894, 0.6073], [0.6832, 4.1764, 5.4153], [0.6371, 2.7151, 4.2455], [0.0823, 2.8647, 2.9813], [0.0612, 1.7823, 2.1206], [0.5687, 0.5525, 2.5232], [1.1429, 0.4174, 3.7846], [1.1758, 1.4965, 4.6466], [0.5028, -0.5209, 1.5935], [0.4982, -1.7426, 1.9536], [0.4881, -2.7826, 0.9094], [0.5362, -4.1287, 1.2023], [0.5565, -5.0439, 0.1548], [0.5297, -4.5807, -1.1487], [0.4808, -3.2143, -1.3708], [0.4529, -2.3347, -0.3655], [-0.3231, 3.8196, 2.6785], [-0.3741, 1.8927, 1.1334], [1.6031, -0.5137, 4.0907], [1.6298, 1.4010, 5.6226], [0.5020, -2.0442, 2.9982], [0.5644, -4.4535, 2.2338], [0.5993, -6.1055, 0.3585], [0.5536, -5.2600, -1.9886], [0.4723, -2.8105, -2.3751]],
  "atomic_forces_ev_per_a": [[-0.323, 0.682, 0.149], [0.102, 0.264, 0.136], [-0.417, -0.019, 0.215], [0.115, -0.765, -0.574], [0.168, 0.160, 0.010], [-0.144, -0.136, 0.094], [0.040, -0.021, -0.005], [0.116, 0.158, -0.010], [0.397, -0.205, -0.301], [-0.192, 0.171, 0.172], [-0.007, -0.051, 0.023], [0.048, 0.019, -0.006], [-0.096, -0.022, 0.001], [0.296, -0.139, -0.114], [0.008, 0.002, 0.001], [-0.015, -0.005, 0.004], [0.009, 0.000, 0.006], [-0.015, 0.004, 0.004], [0.014, 0.014, -0.014], [-0.033, 0.018, 0.036], [0.004, 0.002, -0.004], [0.003, -0.001, 0.000], [0.007, -0.001, -0.006], [0.001, 0.028, 0.023], [0.010, -0.006, 0.013], [0.016, -0.038, 0.012], [-0.043, 0.030, -0.073], [0.032, 0.000, 0.020], [0.046, -0.087, 0.016], [-0.024, 0.014, -0.045], [-0.140, 0.113, 0.180], [0.014, -0.059, -0.043], [0.000, 0.098, 0.018], [-0.014, -0.032, 0.048], [0.000, -0.014, 0.005], [-0.004, -0.010, -0.004], [-0.023, 0.003, 0.025], [0.022, -0.137, -0.004], [-0.001, -0.004, -0.008], [-0.003, 0.006, 0.009], [-0.002, 0.015, 0.008], [0.000, 0.002, 0.002], [0.018, -0.051, -0.012], [0.003, -0.015, -0.011], [0.000, 0.003, 0.007], [0.000, 0.009, -0.003], [0.005, 0.004, -0.002]],
  "mulliken_spin": [4.17, 0.00, -0.03, -0.08, -0.01, 0.03, -0.01, -0.16, 0.06, 0.01, 0.01, 0.01, 0.03, -0.06, 0.00, 0.00, 0.00, 0.00, 0.00, 0.00, 0.00, 0.00, 0.00, 0.00, 0.00, 0.00, 0.01, 0.00, 0.00, 0.00, 0.00, -0.03, 0.06, 0.00, 0.01, -0.01, 0.04, -0.07, 0.00, 0.00, 0.00, 0.00, 0.00, 0.00, 0.00, 0.00, 0.01],
  "charge": 2,
  "lumo_energy_ev": [-8.01, -7.50],
  "spin_multiplicity": 5,
  "energy_ha": -5224.21106,
  "gap_ev": [5.78, 6.30],
  "s_squared": 6.13,
  "de_lowest_kcal_mol": 0.00
}


[2]
{
  "formula": "C22H24F3N2",
  "method": "ωB97M-V/def2-TZVPD",
  "symbols": ["C", "C", "N", "C", "C", "C", "C", "C", "C", "C", "C", "C", "C", "C", "C", "C", "C", "C", "H", "H", "H", "H", "H", "H", "H", "H", "H", "H", "H", "H", "H", "H", "H", "H", "C", "C", "N", "C", "C", "F", "F", "F", "C", "H", "H", "H", "H", "H", "H", "H", "H"],
  "positions_angstrom": [[2.8715, 1.6927, -1.4898], [2.5249, 0.2742, -1.2934], [3.4561, -0.6885, -1.4812], [2.9048, -1.9543, -1.3091], [1.5372, -1.7891, -1.0026], [0.7750, -2.9281, -0.7524], [1.3778, -4.1908, -0.8586], [2.7508, -4.3193, -1.1365], [3.5408, -3.1848, -1.3659], [1.2738, -0.3402, -0.9843], [0.0686, 0.3056, -0.6890], [-1.2249, -0.2055, -1.0186], [-1.4007, -1.1558, -2.0696], [-2.6293, -1.7669, -2.2768], [-3.7117, -1.5077, -1.4216], [-4.9617, -2.3256, -1.5282], [-3.5940, -0.4741, -0.4785], [-2.3955, 0.2054, -0.3176], [1.9697, 2.2636, -1.7343], [3.3385, 2.1291, -0.5924], [3.5951, 1.7918, -2.3149], [4.4206, -0.5080, -1.7428], [-0.2760, -2.8192, -0.4956], [0.7763, -5.0913, -0.7134], [3.2076, -5.3074, -1.1719], [4.6078, -3.2204, -1.5845], [0.1287, 1.2563, -0.1580], [-0.5493, -1.4100, -2.7052], [-2.7490, -2.4721, -3.1032], [-5.7149, -1.9757, -0.8171], [-5.3769, -2.2697, -2.5413], [-4.7627, -3.3850, -1.3184], [-4.4620, -0.2051, 0.1319], [-2.3217, 1.0363, 0.3874], [1.1976, 3.6344, 1.7024], [1.5711, 2.1553, 1.8994], [0.3202, 1.4593, 2.0537], [-0.7805, 2.3334, 2.3903], [-1.3494, 2.0621, 3.7716], [-2.6435, 2.5002, 3.8547], [-1.3510, 0.7189, 4.0400], [-0.6255, 2.6806, 4.7488], [-0.2824, 3.7662, 2.1192], [1.8332, 4.2756, 2.3221], [1.3340, 3.9197, 0.6499], [2.1168, 1.7298, 1.0441], [2.2174, 2.0384, 2.7895], [0.3673, 0.5781, 2.5440], [-1.6256, 2.1153, 1.7270], [-0.4086, 4.4129, 2.9937], [-0.8869, 4.1595, 1.2969]],
  "atomic_forces_ev_per_a": [[0.147, 0.620, -0.206], [0.498, -0.807, 0.451], [-0.663, 0.874, 0.022], [-0.534, -0.378, 0.329], [0.468, -0.267, -0.464], [0.125, -0.414, -0.043], [0.039, 0.408, 0.162], [0.095, 0.434, -0.142], [-0.273, -0.197, 0.057], [0.068, -0.365, 0.002], [0.322, 0.250, -0.603], [-0.694, -0.487, -0.091], [-0.090, -0.026, 0.299], [0.488, 0.196, -0.034], [0.192, 0.086, 0.063], [-0.252, 0.072, 0.008], [0.061, 0.133, 0.004], [0.427, -0.098, -0.011], [0.303, 0.000, 0.062], [-0.161, -0.174, -0.276], [-0.321, 0.054, 0.238], [-0.332, -0.004, 0.019], [0.200, -0.239, -0.074], [0.219, 0.350, 0.031], [-0.146, 0.256, -0.034], [-0.261, -0.260, 0.087], [-0.109, -0.020, -0.370], [-0.306, 0.088, 0.203], [0.056, 0.160, 0.326], [0.065, -0.086, -0.166], [0.048, -0.011, 0.167], [0.050, 0.250, -0.047], [0.358, -0.083, -0.231], [-0.065, -0.420, -0.170], [0.147, -0.019, -0.123], [0.673, 0.140, 0.601], [-0.299, -0.349, -0.162], [-0.243, -0.347, -0.285], [-0.176, 0.293, 0.786], [1.214, -0.381, 0.080], [-0.101, 1.057, -0.084], [-0.669, -0.653, -0.552], [-0.264, -0.078, -0.039], [-0.095, -0.104, -0.281], [-0.041, 0.060, 0.314], [-0.038, 0.191, 0.225], [-0.143, 0.042, -0.319], [-0.112, 0.117, 0.097], [-0.032, 0.086, 0.154], [-0.010, -0.166, -0.232], [0.166, 0.216, 0.255]],
  "mulliken_charge": [-1.55, 0.14, 0.11, -0.37, 0.77, -0.19, -0.92, -0.52, -0.87, 1.05, 0.02, 0.20, -0.75, -0.57, 1.10, -1.46, -0.90, -0.41, 0.31, 0.33, 0.50, 0.28, 0.57, 0.40, 0.40, 0.41, 0.29, 0.53, 0.43, 0.36, 0.36, 0.33, 0.35, 0.21, -0.54, -0.44, -0.25, 0.76, 0.89, -0.28, -0.28, -0.26, -0.85, 0.40, 0.23, -0.09, 0.45, 0.23, -0.53, 0.35, 0.27],
  "charge": 1,
  "lumo_energy_ev": -4.88,
  "spin_multiplicity": 1,
  "energy_ha": -1261.62397,
  "gap_ev": 6.63,
  "de_lowest_kcal_mol": 1.98
}


[3]
{
  "formula": "C7H7F2NO",
  "method": "ωB97M-V/def2-TZVPD",
  "symbols": ["C", "C", "C", "C", "C", "C", "C", "H", "H", "H", "H", "H", "H", "H", "N", "O", "F", "F"],
  "positions_angstrom": [[2.0370, -0.5109, -0.2548], [0.5569, -0.2241, -0.1503], [-0.3723, -1.2621, -0.0575], [-1.7019, -0.9509, 0.0001], [-2.1965, 0.3531, 0.0055], [-1.2542, 1.3635, -0.0657], [0.1027, 1.0876, -0.1362], [2.7753, 0.5367, 1.3656], [3.8143, 0.3825, 0.0495], [2.2768, -0.5581, -1.3547], [2.2409, -1.5191, 0.1750], [-0.0542, -2.2783, -0.0313], [-4.0016, -0.2445, 0.1496], [0.7891, 1.9494, -0.1616], [2.8496, 0.5462, 0.3386], [-3.5203, 0.6300, 0.0952], [-2.6495, -1.9318, 0.0871], [-1.6922, 2.6307, -0.0539]],
  "atomic_forces_ev_per_a": [[-0.013, -0.475, -0.681], [-0.072, 0.165, 0.323], [0.295, 0.616, -0.141], [-0.663, 0.156, 0.082], [0.035, -0.335, 0.005], [0.168, -0.272, 0.003], [0.054, 0.853, -0.032], [0.219, -0.063, -0.737], [-0.246, 0.252, 0.462], [-0.017, -0.015, 1.000], [-0.139, 0.454, -0.309], [0.111, -0.631, -0.002], [0.694, 1.372, -0.086], [-0.279, -0.667, -0.043], [0.188, -0.238, 0.107], [-0.696, -1.365, 0.058], [0.273, 0.151, -0.014], [0.089, 0.044, 0.006]],
  "mulliken_charge": [-0.57, 0.41, -0.96, 0.71, 0.11, 0.54, -0.69, 0.21, 0.23, 0.27, 0.31, 0.44, 0.34, 0.41, -0.55, -0.54, -0.35, -0.31],
  "lumo_energy_ev": 0.73,
  "spin_multiplicity": 1,
  "energy_ha": -600.65915,
  "gap_ev": 9.42,
  "de_lowest_kcal_mol": 17.73
}


[4]
{
  "formula": "C4H9NO2",
  "method": "ωB97M-V/def2-TZVPD",
  "symbols": ["C", "C", "O", "C", "N", "C", "O", "H", "H", "H", "H", "H", "H", "H", "H", "H"],
  "positions_angstrom": [[0.0831, 1.1479, 0.9007], [0.0425, 0.0758, 2.0187], [-0.8757, -1.0771, 1.8174], [0.2949, 0.5787, -0.5219], [-0.0992, -0.6624, -0.8544], [-0.0091, -1.1143, -2.2222], [0.7793, 1.3805, -1.3149], [-0.8374, 1.7210, 0.7660], [0.9587, 1.7710, 1.0681], [-0.3556, 0.4269, 2.9588], [0.9700, -0.4692, 1.8672], [-1.8064, -0.8331, 1.8071], [-0.5335, -1.2185, -0.1378], [-1.0053, -0.9803, -2.6441], [0.7883, -0.6420, -2.7967], [0.3092, -2.1604, -2.3316]],
  "atomic_forces_ev_per_a": [[-0.591, -1.901, -0.296], [-1.819, -0.999, -1.643], [0.244, 0.190, -0.735], [0.531, 1.550, 0.062], [0.715, 0.105, 0.236], [0.032, -0.772, -0.386], [-0.070, -0.574, -0.227], [0.122, 0.261, 0.535], [-0.270, 0.280, 0.072], [1.325, 0.595, 0.578], [0.442, 0.355, 1.326], [0.067, 0.404, 0.144], [-0.004, -0.197, 0.106], [0.290, -0.053, -0.684], [-0.465, 0.794, 0.281], [-0.550, -0.038, 0.630]],
  "mulliken_charge": [-0.34, -0.49, -0.60, 0.46, -0.12, -0.96, -0.65, 0.25, 0.28, 0.38, 0.30, 0.29, 0.26, 0.30, 0.32, 0.34],
  "lumo_energy_ev": 0.68,
  "spin_multiplicity": 1,
  "energy_ha": -363.03109,
  "gap_ev": 10.06,
  "de_lowest_kcal_mol": 34.17
}


[5]
{
  "formula": "C23H35BrClF8INO4PS3",
  "method": "ωB97M-V/def2-TZVPD",
  "symbols": ["C", "C", "C", "I", "C", "Cl", "O", "C", "F", "P", "S", "C", "F", "F", "C", "F", "F", "C", "F", "F", "F", "C", "C", "C", "C", "S", "C", "S", "N", "C", "C", "O", "C", "C", "O", "C", "Br", "C", "C", "C", "C", "O", "C", "H", "H", "H", "H", "H", "H", "H", "H", "H", "H", "H", "H", "H", "H", "H", "H", "H", "H", "H", "H", "H", "H", "H", "H", "H", "H", "H", "H", "H", "H", "H", "H", "H", "H", "H"],
  "positions_angstrom": [[-2.9452, -1.6870, 4.5659], [-3.0536, -0.9270, 3.2341], [-2.8621, 0.6107, 3.2433], [-2.2515, 1.4559, 5.1179], [-2.0161, 1.1723, 2.0605], [-2.4399, 2.9160, 1.9599], [-2.4718, 0.4216, 0.9159], [-2.6231, 0.8220, -0.4176], [-1.9163, 1.9167, -0.7774], [-1.8522, -0.5908, -1.4801], [-1.3748, -0.1827, -3.3020], [-4.0987, 1.1139, -0.8499], [-4.0360, 1.5306, -2.1125], [-4.6429, 2.0769, -0.1316], [-5.1344, -0.0559, -0.8535], [-4.9262, -0.8323, -1.9045], [-6.3312, 0.5111, -0.9845], [-5.2470, -0.9425, 0.4084], [-6.3045, -1.7013, 0.3069], [-4.1987, -1.7323, 0.5635], [-5.3800, -0.1827, 1.4792], [-0.4823, 1.0712, 2.3036], [0.0412, -0.2658, 2.8650], [0.0753, -1.4792, 1.9136], [1.3138, -1.5764, 1.0226], [2.7512, -2.1668, 1.9670], [3.8455, -2.7484, 0.7114], [5.4114, -2.9447, 1.1100], [3.2376, -3.0389, -0.5347], [3.3514, -1.9254, -1.5046], [4.4431, -2.1056, -2.5679], [4.4883, -3.4184, -3.0905], [4.7593, -4.3393, -2.0409], [3.5674, -4.3607, -1.1000], [0.2307, 1.3629, 1.0946], [1.4119, 2.0939, 1.2832], [1.0752, 3.9407, 1.8885], [2.2257, 2.0967, -0.0054], [1.8955, 3.1858, -1.0389], [2.3655, 2.8060, -2.4659], [1.2506, 2.9454, -3.4961], [0.9339, 4.3220, -3.6768], [-0.4438, 4.6163, -3.5643], [-3.6183, -1.2857, 5.3268], [-3.2492, -2.7251, 4.3799], [-1.9217, -1.7220, 4.9497], [-2.3597, -1.3980, 2.5380], [-4.0602, -1.1285, 2.8496], [-3.8439, 1.0617, 3.0841], [-2.6947, -1.6918, -1.2851], [-0.7413, -0.8593, -0.6764], [-0.2168, 1.8513, 3.0248], [1.0749, -0.0612, 3.1807], [-0.4881, -0.5468, 3.7775], [0.0365, -2.3822, 2.5402], [-0.8316, -1.5004, 1.3096], [1.5822, -0.6117, 0.5923], [1.1542, -2.2978, 0.2160], [3.5722, -1.0102, -0.9406], [2.3817, -1.7660, -1.9994], [5.4293, -1.8068, -2.1761], [4.2103, -1.4407, -3.4071], [4.8993, -5.3255, -2.4929], [5.6756, -4.0435, -1.5135], [3.6999, -5.0709, -0.2778], [2.6859, -4.6904, -1.6686], [1.9991, 1.6412, 2.0904], [2.0802, 1.1224, -0.4911], [3.2864, 2.1612, 0.2697], [0.8123, 3.3476, -1.0671], [2.4041, 4.1101, -0.7584], [2.7277, 1.7690, -2.5058], [3.1979, 3.4482, -2.7769], [1.5574, 2.5120, -4.4584], [0.3580, 2.4068, -3.1445], [-0.5554, 5.7047, -3.5879], [-1.0203, 4.1926, -4.4013], [-0.8659, 4.2512, -2.6159]],
  "atomic_forces_ev_per_a": [[-0.092, -0.194, -0.285], [-0.030, -0.406, 0.487], [-0.426, -0.191, -0.566], [-0.006, 0.047, 0.047], [0.148, 0.218, 0.449], [0.047, -0.141, -0.385], [-0.042, 0.249, -0.178], [0.180, -0.595, -0.147], [0.077, 0.153, 0.323], [0.486, 0.313, -0.444], [-0.162, 0.003, 0.057], [0.402, -0.803, 0.286], [0.020, 0.213, -0.796], [-0.119, 0.892, 0.931], [0.210, 0.264, 0.755], [0.323, -0.732, -0.709], [-0.712, 0.372, -0.202], [0.236, 0.449, -0.434], [-1.009, -0.689, -0.181], [0.671, -0.422, -0.092], [-0.182, 0.620, 0.514], [0.437, -0.409, -0.267], [0.244, -0.106, -0.139], [0.051, 0.001, 0.458], [-0.141, -0.178, -0.136], [0.123, 0.227, -0.219], [-0.241, 0.110, -0.019], [-0.058, -0.236, 0.060], [0.579, 0.021, 0.054], [-0.305, 0.237, 0.011], [0.012, 0.256, -0.028], [0.066, 0.067, 0.102], [-0.076, -0.029, 0.014], [-0.195, -0.105, 0.021], [-0.374, 0.508, -0.061], [0.181, -0.577, -0.212], [0.012, -0.051, 0.178], [0.076, 0.142, -0.275], [0.264, -0.293, -0.356], [-0.083, 0.003, -0.065], [-0.070, 0.016, 0.097], [-0.038, -0.038, 0.222], [-0.120, 0.108, -0.115], [0.186, 0.013, -0.028], [0.060, 0.160, 0.046], [-0.161, 0.154, 0.085], [-0.139, 0.166, 0.021], [0.504, 0.158, 0.179], [0.176, -0.015, 0.193], [0.023, 0.046, 0.209], [-0.105, -0.019, 0.288], [-0.410, -0.101, 0.012], [-0.182, -0.049, 0.056], [0.000, 0.246, -0.089], [-0.022, 0.104, -0.170], [0.131, 0.005, -0.139], [-0.186, -0.109, -0.025], [0.048, 0.087, 0.075], [-0.078, -0.098, -0.127], [0.120, -0.225, 0.068], [-0.131, -0.230, 0.047], [0.054, -0.103, 0.129], [-0.015, 0.159, -0.002], [-0.113, -0.102, -0.054], [0.087, 0.171, -0.098], [0.164, 0.084, 0.036], [-0.125, 0.217, 0.005], [-0.042, 0.042, 0.231], [-0.164, -0.018, -0.045], [0.160, 0.132, 0.151], [-0.412, 0.015, 0.128], [-0.034, 0.119, 0.049], [-0.084, -0.146, 0.033], [-0.076, 0.073, 0.097], [0.150, -0.034, -0.108], [0.098, -0.175, -0.025], [0.080, 0.000, 0.173], [0.074, -0.020, -0.156]],
  "mulliken_charge": [-1.88, 1.24, -1.44, 0.13, 0.48, -0.15, -0.58, 0.80, -0.22, 0.31, -0.35, 0.59, -0.32, -0.30, 0.47, -0.26, -0.29, 0.78, -0.28, -0.25, -0.27, -0.74, -1.14, -0.28, 0.29, -0.29, 0.28, -0.19, 0.10, -0.33, -0.76, -0.42, -0.42, -0.87, 0.37, -0.42, -0.17, -0.31, -0.46, -0.55, -0.46, -0.42, -0.39, 0.43, 0.46, 0.35, -0.22, -0.05, 0.87, 0.10, -0.17, 0.76, 0.80, 0.11, 0.41, -0.22, -1.04, 0.82, 0.26, 0.26, 0.37, 0.35, 0.35, 0.29, 0.48, 0.37, 0.60, -0.20, 0.42, 0.30, 0.41, 0.13, 0.41, 0.41, 0.18, 0.26, 0.28, 0.06],
  "lumo_energy_ev": -0.36,
  "spin_multiplicity": 1,
  "energy_ha": -6919.77994,
  "gap_ev": 8.32
}